Density functional theory data (ωB97M-V with the def2-TZVPD basis set) for an isolated molecule of C16H20N2O2.

Values from the calculation:
HOMO level ... -7.9 eV
Orbital gap ... 8.67 eV
SMILES ... CO/C(=N/C1CCCC1)[C@H](O)c1c[nH]c2ccccc12
LUMO level ... 0.74 eV
Energy relative to the best compared isomer or geometry (same formula, charge and spin) ... 2.8610 eV

```
! RIJCOSX wB97M-V def2-TZVPD def2/J DEFGRID3
* xyz 0 1
C 1.10 -3.06 -1.46
O 0.89 -1.66 -1.42
C -0.32 -1.25 -1.00
N -1.19 -2.11 -0.70
C -2.53 -1.90 -0.27
C -3.40 -0.92 -1.10
C -4.01 0.07 -0.10
C -3.96 -0.66 1.24
C -2.63 -1.40 1.19
C -0.39 0.29 -1.06
O -0.77 0.66 -2.38
C 0.91 0.89 -0.64
C 1.94 1.27 -1.45
N 2.98 1.75 -0.70
C 2.64 1.68 0.62
C 3.36 2.04 1.76
C 2.75 1.86 2.98
C 1.46 1.33 3.08
C 0.75 0.97 1.96
C 1.34 1.14 0.70
H 0.96 -3.49 -0.47
H 2.12 -3.21 -1.81
H 0.38 -3.53 -2.14
H -2.99 -2.90 -0.32
H -4.19 -1.47 -1.61
H -2.81 -0.41 -1.86
H -3.40 0.98 -0.04
H -5.02 0.37 -0.38
H -4.78 -1.38 1.30
H -4.04 0.01 2.09
H -2.57 -2.22 1.90
H -1.81 -0.71 1.39
H -1.19 0.64 -0.41
H -0.09 0.35 -2.98
H 2.02 1.25 -2.52
H 3.85 2.10 -1.06
H 4.35 2.46 1.68
H 3.28 2.14 3.88
H 1.02 1.21 4.06
H -0.25 0.56 2.05
*
```

Löwdin atomic charge list, values in e, 8 entries:
1 C -0.072
2 O -0.068
3 C -0.311
4 N 0.147
5 C -0.319
6 C -0.129
7 C -0.189
8 C -0.193